155
Properties=species:S:1:pos:R:3:lowdin_charge:R:1 method="wB97M-V/def2-TZVPD" mol_weight_g_mol=818.8 spin_multiplicity=4 total_charge=+1 s2=3.769 e_homo_ev="-11.21 / -11.21" homo_lumo_gap_ha="0.262 / 0.316" e_lumo_ev="-4.074 / -2.623"
Cr 1.02 1.38 0.46 0.9669
B 2.90 2.00 -0.45 -0.3571
H 2.02 1.84 -1.06 0.0100
H 2.97 1.14 0.20 -0.0087
H 3.79 2.22 -1.01 0.0437
H 2.64 2.80 0.23 0.0024
B 0.33 -0.24 -0.64 -0.3822
H 1.40 -0.09 -0.71 0.0130
H -0.16 0.70 -0.83 0.0141
H -0.03 -0.97 -1.35 0.0177
H 0.08 -0.49 0.38 0.0054
C -3.56 0.26 -1.35 -0.0891
O -3.01 0.77 -0.14 -0.1583
H -4.08 -0.69 -1.28 0.0739
H -4.37 0.97 -1.55 0.0956
H -2.80 0.37 -2.13 0.0623
H -3.73 0.76 0.49 0.0731
C -1.33 3.27 -0.97 -0.0694
O -0.14 3.03 -0.25 -0.1571
H -1.44 4.24 -1.45 0.0795
H -1.50 2.62 -1.83 0.0928
H -2.25 3.19 -0.38 0.0947
H 0.28 3.89 -0.25 0.0547
C 5.16 5.02 0.18 -0.1598
O 4.17 4.67 -0.69 -0.1308
H 6.18 5.15 -0.18 0.0835
H 4.91 5.91 0.77 0.0902
H 5.32 4.15 0.82 0.0865
H 4.13 3.72 -0.65 0.0081
C 2.36 -1.32 1.58 -0.0350
O 1.88 0.03 1.90 -0.1854
H 3.22 -1.58 2.20 0.0886
H 1.51 -1.97 1.79 0.1066
H 2.76 -1.41 0.57 0.0623
H 1.85 0.03 2.86 0.0446
C -1.59 0.86 2.92 -0.0448
O -1.00 1.13 1.61 -0.1685
H -0.98 0.97 3.82 0.0780
H -2.34 1.64 3.02 0.0990
H -2.11 -0.10 2.89 0.0786
H -1.82 1.16 1.10 0.0382
C 1.74 -4.43 -1.44 -0.1348
O 2.21 -3.09 -1.27 -0.1230
H 0.71 -4.60 -1.74 0.0668
H 2.18 -4.85 -2.35 0.0779
H 1.96 -5.07 -0.58 0.0839
H 1.90 -2.67 -2.07 0.0410
C 0.53 3.68 2.65 -0.0448
O 1.37 2.62 2.16 -0.1697
H 1.11 4.58 2.46 0.1043
H -0.47 3.69 2.20 0.0910
H 0.33 3.55 3.72 0.0982
H 2.14 2.64 2.72 0.1267
C -1.75 -3.35 0.49 -0.1287
O -2.15 -2.00 0.46 -0.1281
H -2.52 -3.77 1.15 0.0701
H -1.84 -3.97 -0.39 0.0896
H -0.87 -3.50 1.12 0.0859
H -1.51 -1.54 -0.08 0.0305
C -2.36 -3.17 5.62 -0.0455
C -1.35 -1.96 5.36 -0.4134
C -1.18 -1.27 6.73 -0.0480
O -0.12 -2.61 5.05 -0.0839
H -2.61 -3.68 4.69 0.0687
H -3.35 -2.80 5.86 0.0722
H -2.02 -3.83 6.42 0.0884
H -1.62 -1.34 4.51 0.1076
H -2.10 -1.15 7.29 0.0832
H -0.80 -0.25 6.64 0.0569
H -0.51 -1.86 7.35 0.0921
H -0.11 -3.50 5.42 0.0928
C 5.09 -1.43 -1.17 -0.0590
C 5.98 -0.61 -0.27 -0.4568
C 6.94 0.36 -1.01 -0.0386
O 5.22 0.27 0.57 -0.0739
H 5.67 -2.11 -1.80 0.0946
H 4.38 -0.85 -1.75 0.0706
H 4.53 -2.04 -0.46 0.0653
H 6.55 -1.35 0.30 0.1366
H 7.62 -0.22 -1.64 0.0787
H 7.43 1.10 -0.37 0.0783
H 6.27 0.92 -1.66 0.0698
H 4.72 0.84 -0.02 0.0068
C 1.86 6.28 -2.67 -0.0321
C 1.17 6.44 -1.30 -0.4421
C -0.29 6.71 -1.43 -0.0655
O 1.40 5.21 -0.60 -0.0784
H 1.53 7.13 -3.27 0.0851
H 1.60 5.37 -3.21 0.0884
H 2.94 6.24 -2.55 0.0734
H 1.67 7.23 -0.74 0.1434
H -0.80 6.49 -0.49 0.0805
H -0.88 6.16 -2.17 0.0792
H -0.46 7.78 -1.52 0.0910
H 2.36 5.16 -0.71 0.0455
C -1.42 -0.06 -4.30 -0.0453
C -1.19 -1.61 -4.08 -0.4434
C -1.32 -2.21 -5.48 -0.0310
O 0.00 -1.81 -3.38 -0.0780
H -2.49 0.15 -4.40 0.0723
H -0.99 0.35 -5.21 0.0780
H -1.08 0.57 -3.48 0.0553
H -1.95 -1.86 -3.34 0.1095
H -2.35 -2.21 -5.85 0.0821
H -0.93 -3.23 -5.50 0.0867
H -0.68 -1.59 -6.10 0.0709
H -0.10 -1.53 -2.47 0.0075
C 2.94 0.65 -4.31 -0.0268
C 3.05 -0.68 -5.13 -0.4402
C 3.91 -1.80 -4.46 -0.0390
O 1.78 -1.19 -5.46 -0.0640
H 2.70 0.43 -3.27 0.0579
H 2.27 1.36 -4.80 0.0784
H 3.91 1.14 -4.26 0.0723
H 3.50 -0.51 -6.10 0.1303
H 4.87 -1.39 -4.16 0.0669
H 4.04 -2.69 -5.08 0.0825
H 3.52 -2.12 -3.49 0.0421
H 1.29 -1.45 -4.68 0.0333
C -6.37 -2.42 0.82 -0.0648
C -5.68 -1.67 1.88 -0.5114
C -5.22 -2.59 2.99 -0.0463
O -4.58 -0.95 1.40 -0.0605
H -5.91 -3.38 0.60 0.0967
H -6.70 -1.77 0.01 0.0816
H -7.42 -2.55 1.10 0.0918
H -6.39 -0.94 2.26 0.1465
H -4.73 -3.48 2.61 0.0733
H -6.01 -2.98 3.63 0.0905
H -4.49 -2.00 3.55 0.0695
H -3.98 -1.50 0.89 0.0471
C 1.89 0.62 6.70 -0.0320
C 2.33 0.11 5.31 -0.4718
C 2.93 -1.24 5.27 -0.0421
O 1.21 0.02 4.47 -0.0756
H 1.12 1.39 6.59 0.0785
H 2.70 1.01 7.32 0.0834
H 1.44 -0.16 7.32 0.0688
H 3.09 0.81 4.96 0.1435
H 3.81 -1.12 5.91 0.1001
H 3.15 -1.60 4.26 0.0700
H 2.28 -2.04 5.60 0.0811
H 0.64 -0.65 4.86 0.0556
C -7.50 -2.67 -3.46 -0.0630
C -6.13 -2.31 -2.96 -0.4763
C -4.98 -3.02 -3.78 -0.0306
O -6.03 -0.95 -3.25 -0.0687
H -7.56 -2.59 -4.55 0.0896
H -8.30 -2.13 -2.96 0.0850
H -7.79 -3.68 -3.17 0.0805
H -5.96 -2.44 -1.89 0.1031
H -4.99 -2.77 -4.84 0.0716
H -5.07 -4.11 -3.82 0.0781
H -3.98 -2.69 -3.52 0.0466
H -6.17 -0.90 -4.19 0.0859

---

19
Properties=species:S:1:pos:R:3:lowdin_charge:R:1 method="wB97M-V/def2-TZVPD" mol_weight_g_mol=113.2 total_charge=0 e_above_lowest_ev=10.453 e_homo_ev=-7.86 homo_lumo_gap_ha=0.317 e_lumo_ev=0.766
C -1.24 0.46 -1.35 -0.3464
C -0.11 0.46 -0.31 -0.3684
C 0.72 -1.31 1.24 -0.2106
C 1.60 0.08 1.01 -0.2996
C 1.14 0.18 -0.54 -0.2234
H -2.31 1.41 0.05 0.0955
H -3.20 -0.40 -0.98 0.2219
H -0.83 1.30 -1.78 0.0573
H -1.38 -0.37 -2.19 0.1500
H -0.39 1.52 0.11 0.1682
H -1.24 -0.72 1.40 0.1056
H 1.35 -1.91 0.60 0.0893
H 0.88 -1.50 2.30 0.1030
H 1.22 0.71 1.93 0.1679
H 3.29 0.20 -0.42 0.2040
H 1.11 -0.68 -1.12 0.1265
N -2.58 0.79 -0.84 -0.0860
N -0.46 -0.78 0.71 -0.0317
N 2.41 0.55 0.18 0.0769

---

8
Properties=species:S:1:pos:R:3:lowdin_charge:R:1 method="wB97M-V/def2-TZVPD" mol_weight_g_mol=175.1 total_charge=-1 e_above_lowest_ev=2.173 e_homo_ev=-3.65 homo_lumo_gap_ha=0.260 e_lumo_ev=3.436
O -1.63 -1.70 1.19 -0.6558
O 1.57 0.43 0.41 -0.3686
O 0.93 -0.63 -1.76 -0.4435
P -1.65 -0.85 -0.01 0.2087
P 0.37 -0.06 -0.55 -0.0586
S -1.69 1.16 0.73 0.0272
S -0.19 1.86 -0.56 0.2167
H 2.30 -0.21 0.56 0.0738

---

43
Properties=species:S:1:pos:R:3:lowdin_charge:R:1 method="wB97M-V/def2-TZVPD" mol_weight_g_mol=381.5 total_charge=0 e_homo_ev=-8.34 homo_lumo_gap_ha=0.310 smiles="CSc1sc(C(=O)N2CCc3ccccc32)cc1S(=O)(=O)C(C)C" e_lumo_ev=0.101
C 3.03 0.92 3.21 -0.3637
H 2.96 1.56 2.33 0.0402
H 3.85 0.23 3.10 0.0195
H 3.13 1.52 4.11 0.0364
S 1.48 0.00 3.41 0.8719
C 0.93 -0.28 1.78 -0.8377
C 1.60 -0.50 0.61 -0.3552
C 0.73 -0.64 -0.49 -0.1011
C -0.59 -0.53 -0.17 -0.4219
S -0.80 -0.27 1.53 1.0906
C -1.73 -0.82 -1.08 -0.4573
O -1.69 -1.78 -1.83 0.0887
N -2.82 -0.02 -0.99 0.0162
C -2.99 1.24 -0.42 -0.1807
C -2.04 2.18 -0.06 -0.0399
C -2.49 3.39 0.46 -0.0770
C -3.84 3.67 0.58 -0.0879
C -4.79 2.74 0.17 -0.0299
C -4.36 1.54 -0.34 -0.1629
C -5.15 0.39 -0.89 -0.0866
H -5.63 -0.17 -0.08 0.1221
H -5.93 0.71 -1.58 0.1196
C -4.08 -0.46 -1.59 -0.0976
H -4.06 -0.27 -2.67 0.1345
H -4.19 -1.53 -1.44 0.1283
H -5.84 2.96 0.24 0.1133
H -4.16 4.62 0.99 0.1000
H -1.76 4.13 0.75 0.1053
H -0.99 2.00 -0.18 0.1013
H 1.06 -0.80 -1.50 0.1254
S 3.37 -0.71 0.44 0.7004
O 3.94 0.59 0.16 -0.3064
O 3.87 -1.40 1.60 -0.3147
C 3.64 -1.80 -1.01 -0.4551
C 5.15 -1.89 -1.14 -0.0893
H 5.43 -2.50 -2.00 0.0897
H 5.58 -0.90 -1.24 0.0796
H 5.56 -2.35 -0.23 0.0869
C 2.98 -3.12 -0.73 -0.0790
H 3.25 -3.86 -1.48 0.0900
H 1.89 -3.03 -0.72 0.0764
H 3.30 -3.48 0.25 0.0870
H 3.22 -1.28 -1.87 0.1209

---

163
Properties=species:S:1:pos:R:3:lowdin_charge:R:1 method="wB97M-V/def2-TZVPD" mol_weight_g_mol=1026.2 total_charge=0 e_above_lowest_ev=2.366 e_homo_ev=-9.16 homo_lumo_gap_ha=0.335 e_lumo_ev=-0.044
C 8.26 15.64 15.40 -0.1098
O 9.20 16.69 15.70 -0.1927
C 10.61 16.25 15.53 -0.1630
C 11.66 17.37 15.68 -0.1958
O 11.65 18.23 14.54 -0.1734
C 12.72 19.21 14.66 -0.0849
H 7.32 16.15 15.59 0.0844
H 8.39 14.78 16.06 0.0799
H 8.26 15.35 14.35 0.0821
H 10.83 15.75 14.58 0.1178
H 10.78 15.42 16.21 0.0924
H 12.67 17.02 15.86 0.0957
H 11.25 17.96 16.51 0.1219
H 13.02 19.52 13.66 0.0827
H 13.64 18.79 15.07 0.0706
H 12.40 20.13 15.14 0.0809
C 17.77 19.16 9.43 -0.1062
O 18.64 18.12 9.84 -0.1896
C 19.25 18.30 11.11 -0.1885
C 18.32 18.02 12.30 -0.2120
O 18.23 16.61 12.47 -0.1741
C 17.44 16.26 13.65 -0.0759
H 17.05 19.34 10.22 0.0758
H 17.19 18.76 8.60 0.0884
H 18.35 20.02 9.09 0.0868
H 19.78 19.25 11.21 0.1175
H 20.01 17.51 11.11 0.1237
H 17.34 18.44 12.08 0.1077
H 18.68 18.56 13.18 0.1198
H 17.41 15.17 13.58 0.0862
H 16.45 16.71 13.64 0.0785
H 17.89 16.46 14.62 0.0677
C 14.27 14.61 15.37 -0.1075
O 15.19 13.58 15.56 -0.2007
C 16.19 13.85 16.52 -0.1783
C 17.39 12.95 16.18 -0.1491
O 17.19 11.65 16.76 -0.1941
C 16.29 10.83 16.01 -0.1107
H 13.69 14.73 16.29 0.0791
H 13.65 14.21 14.57 0.0980
H 14.66 15.58 15.06 0.0781
H 15.77 13.55 17.49 0.1106
H 16.48 14.90 16.50 0.1091
H 18.29 13.38 16.62 0.1162
H 17.44 12.83 15.10 0.1197
H 16.32 9.83 16.43 0.0780
H 16.49 10.62 14.96 0.0854
H 15.29 11.25 16.08 0.0768
C 20.01 16.79 17.07 -0.1169
O 19.94 15.68 16.21 -0.1959
C 21.25 15.38 15.65 -0.1626
C 20.98 14.26 14.60 -0.1912
O 20.67 12.99 15.21 -0.1992
C 20.57 11.89 14.27 -0.0735
H 20.89 16.71 17.70 0.0838
H 19.11 16.85 17.68 0.0660
H 20.16 17.64 16.41 0.0896
H 21.96 14.97 16.37 0.1203
H 21.80 16.22 15.24 0.1192
H 21.88 14.18 13.98 0.1179
H 20.16 14.60 13.98 0.1135
H 20.13 12.16 13.31 0.0843
H 20.02 11.14 14.85 0.0855
H 21.55 11.48 14.02 0.0763
C 18.93 16.16 23.09 -0.0970
O 19.46 15.65 21.91 -0.1960
C 19.56 16.55 20.78 -0.1395
C 18.15 16.77 20.18 -0.1965
O 17.67 15.64 19.44 -0.2123
C 17.34 14.42 20.11 -0.0547
H 19.45 17.11 23.27 0.0759
H 19.15 15.48 23.92 0.0931
H 17.85 16.20 23.02 0.0690
H 20.14 16.14 19.96 0.1170
H 19.93 17.53 21.09 0.1052
H 18.12 17.69 19.60 0.0997
H 17.42 16.87 20.98 0.0881
H 16.75 14.58 21.01 0.0759
H 18.23 13.82 20.33 0.0955
H 16.69 13.91 19.40 0.0639
C 17.18 8.86 21.19 -0.1135
O 16.12 9.74 20.93 -0.2047
C 15.82 10.00 19.56 -0.1840
C 14.51 10.76 19.54 -0.1734
O 14.67 12.07 20.10 -0.1763
C 13.51 12.81 19.90 -0.1358
H 16.90 7.87 20.82 0.0833
H 17.33 8.76 22.27 0.0854
H 18.12 9.20 20.77 0.0870
H 16.01 9.07 19.03 0.1212
H 16.64 10.65 19.25 0.1174
H 13.72 10.22 20.06 0.1268
H 14.13 10.86 18.52 0.1147
H 13.18 12.85 18.86 0.0892
H 13.71 13.80 20.32 0.0791
H 12.65 12.38 20.41 0.0882
C 18.29 20.56 19.57 -0.1144
O 18.72 20.32 20.89 -0.2188
C 19.95 21.02 21.29 -0.1412
C 20.31 20.48 22.67 -0.2033
O 19.44 21.01 23.68 -0.1949
C 19.79 20.46 24.96 -0.0966
H 19.10 20.22 18.93 0.0854
H 18.09 21.60 19.33 0.0930
H 17.47 19.86 19.38 0.0547
H 19.82 22.09 21.44 0.1267
H 20.80 20.84 20.63 0.1240
H 21.31 20.70 23.03 0.1221
H 20.23 19.39 22.71 0.0977
H 19.18 20.78 25.80 0.0854
H 20.80 20.71 25.29 0.0855
H 19.61 19.39 24.91 0.0786
C 15.86 17.80 17.13 -0.0779
O 14.58 17.30 17.49 -0.1881
C 14.55 16.56 18.64 -0.2204
C 13.16 16.61 19.18 -0.1567
O 12.21 15.85 18.38 -0.1982
C 10.94 15.58 18.95 -0.0845
H 16.23 18.56 17.82 0.0675
H 16.02 18.16 16.11 0.0788
H 16.67 17.07 17.21 0.0620
H 15.19 16.92 19.45 0.1112
H 14.87 15.57 18.31 0.1129
H 12.82 17.64 19.09 0.1033
H 13.20 16.28 20.22 0.1160
H 10.13 15.63 18.23 0.0742
H 10.62 16.22 19.77 0.0673
H 11.00 14.59 19.40 0.0783
C 11.16 18.72 23.56 0.0662
N 11.41 18.55 22.06 -0.3967
O 10.51 18.11 21.31 0.0347
O 12.52 18.76 21.63 0.0349
H 12.04 18.33 24.06 0.0714
H 10.22 18.28 23.89 0.1048
H 11.31 19.80 23.59 0.0987
C 17.01 23.06 15.52 0.0379
N 16.58 21.68 15.30 -0.4250
O 15.78 21.42 14.40 0.0510
O 17.00 20.80 16.06 0.0344
H 16.11 23.61 15.21 0.1017
H 17.82 23.36 14.85 0.1035
H 17.27 23.23 16.56 0.0999
C 13.00 20.26 18.19 0.0660
N 14.23 21.16 18.07 -0.3809
O 15.19 20.93 18.77 0.0504
O 14.06 22.19 17.39 0.0269
H 12.94 19.96 19.23 0.0808
H 13.19 19.41 17.52 0.0693
H 12.08 20.78 17.92 0.1025
C 14.75 15.05 23.40 0.0515
N 13.74 15.85 24.19 -0.3970
O 13.95 16.16 25.39 0.0406
O 12.69 16.08 23.66 0.0472
H 14.30 14.11 23.09 0.0991
H 15.73 14.97 23.87 0.0919
H 14.92 15.46 22.40 0.0715
C 15.95 20.60 22.28 0.0748
N 15.58 19.13 22.33 -0.3950
O 15.73 18.50 21.28 0.0254
O 15.16 18.65 23.35 0.0591
H 16.03 20.87 21.23 0.0728
H 16.96 20.77 22.66 0.0810
H 15.23 21.09 22.94 0.1010